Density functional theory data (ωB97M-V with the def2-TZVPD basis set) for a structure of composition C37H76BBrN4O12P3S in a non-equilibrium geometry.

Last column: Mulliken spin population.
Positions of all 135 atoms, in Å:
C: 1.985 -0.368 4.520  0.000
C: 3.335 0.235 4.166  0.000
O: 3.336 1.652 3.947  -0.001
P: 2.610 2.324 2.672  -0.001
O: 3.034 3.744 2.672  0.001
C: 0.809 2.291 2.816  -0.004
C: 0.097 1.964 1.487  -0.021
C: -1.435 2.010 1.638  0.004
P: -2.158 0.596 0.551  0.001
C: -2.573 -0.801 -0.674  0.000
C: -4.043 -1.163 -0.883  -0.001
C: -4.265 -2.322 -1.833  0.001
O: -5.233 -3.042 -1.811  0.000
O: -3.270 -2.508 -2.781  0.000
C: -2.991 1.892 -0.627  0.000
B: -4.307 2.484 -0.061  0.000
O: -5.545 1.968 -0.471  0.000
O: -4.295 3.559 0.813  0.000
O: -3.698 0.408 1.445  0.000
C: -3.638 -0.116 2.680  0.000
Br: -4.125 1.593 3.778  0.000
P: -5.266 -1.052 2.925  0.000
S: -5.456 -2.980 2.952  0.000
C: -2.172 -0.787 2.922  0.000
N: -1.380 -0.224 4.025  0.000
C: -1.847 0.131 5.156  0.000
C: -2.954 -0.580 5.896  0.000
C: -1.255 1.337 5.845  0.000
N: -2.118 -2.277 3.056  0.000
C: -1.306 -2.770 4.170  0.000
C: -1.701 -3.022 1.893  -0.001
C: -2.743 -3.679 1.039  0.003
O: -0.529 -3.293 1.707  0.000
O: -1.478 -0.495 1.755  0.000
O: 3.115 1.691 1.293  0.000
C: 2.862 0.331 0.897  0.002
C: 2.354 0.299 -0.541  -0.007
H: 2.118 -1.215 5.193  0.000
H: 1.394 -0.690 3.663  0.000
H: 1.405 0.367 5.073  0.000
H: 3.825 -0.301 3.351  0.000
H: 3.988 0.081 5.027  0.000
H: 0.435 1.566 3.538  0.000
H: 0.523 3.284 3.159  0.000
H: 0.412 0.963 1.216  -0.001
H: 0.411 2.695 0.740  0.029
H: -1.646 1.914 2.704  -0.001
H: -1.759 3.009 1.343  0.001
H: -0.952 0.713 -0.228  0.000
H: -1.946 -1.662 -0.443  0.000
H: -2.207 -0.420 -1.625  0.000
H: -4.577 -0.323 -1.337  0.000
H: -4.575 -1.443 0.022  0.000
H: -2.600 -3.077 -2.372  0.001
H: -2.270 2.670 -0.883  0.000
H: -3.272 1.429 -1.578  0.000
H: -6.147 1.812 0.262  0.000
H: -5.199 3.854 0.961  0.000
H: -6.031 -0.413 1.940  0.000
H: -5.753 -0.528 4.126  0.000
H: -2.451 -1.331 6.518  0.000
H: -3.499 0.074 6.569  0.000
H: -3.623 -1.128 5.241  0.000
H: -1.707 1.496 6.822  0.000
H: -1.494 2.201 5.225  0.000
H: -0.174 1.269 5.944  0.000
H: -0.248 -2.516 4.095  0.000
H: -1.356 -3.860 4.151  0.000
H: -1.699 -2.461 5.133  0.000
H: -3.105 -4.530 1.621  0.000
H: -3.598 -3.059 0.820  0.000
H: -2.264 -4.063 0.141  -0.002
H: 2.139 -0.168 1.544  0.000
H: 3.804 -0.216 0.942  0.000
H: 2.620 1.226 -1.049  0.003
H: 2.789 -0.538 -1.087  0.000
H: 1.272 0.197 -0.599  0.000
C: 2.159 7.384 -2.626  0.009
C: 1.917 6.274 -1.589  0.029
C: 2.020 6.840 -0.172  0.020
C: 3.452 7.132 0.265  -0.022
C: 4.330 5.895 0.090  0.023
C: 4.285 5.322 -1.326  0.039
N: 2.871 5.138 -1.788  0.375
O: 2.374 4.065 -1.264  0.535
C: 5.068 6.239 -2.288  0.006
C: 5.013 3.983 -1.355  -0.011
C: 0.490 5.793 -1.837  -0.024
H: 3.095 7.920 -2.491  0.001
H: 2.141 6.974 -3.637  -0.008
H: 1.365 8.127 -2.550  0.001
H: 1.584 6.124 0.531  0.004
H: 1.413 7.747 -0.111  0.001
H: 3.857 7.983 -0.295  -0.002
H: 3.456 7.429 1.316  0.001
H: 5.364 6.137 0.350  0.003
H: 4.000 5.131 0.803  0.001
H: 4.836 6.004 -3.329  -0.009
H: 6.137 6.088 -2.141  0.001
H: 4.888 7.299 -2.124  0.001
H: 4.601 3.282 -0.632  0.008
H: 6.061 4.144 -1.100  0.000
H: 4.965 3.530 -2.347  0.000
H: 0.394 5.335 -2.823  0.003
H: -0.184 6.648 -1.788  0.000
H: 0.166 5.069 -1.092  0.010
C: -0.408 -5.957 -6.021  0.010
C: 0.054 -4.986 -4.921  0.029
C: 1.576 -4.826 -4.965  0.023
C: 2.336 -6.035 -4.423  -0.017
C: 1.848 -6.391 -3.020  0.018
C: 0.335 -6.602 -2.945  0.033
N: -0.398 -5.455 -3.572  0.368
O: -0.430 -4.465 -2.744  0.547
C: -0.037 -7.939 -3.617  0.011
C: -0.095 -6.740 -1.488  -0.016
C: -0.604 -3.653 -5.265  -0.018
H: 0.084 -6.925 -5.997  0.001
H: -1.485 -6.118 -5.960  -0.008
H: -0.188 -5.524 -6.997  0.001
H: 1.857 -3.944 -4.381  0.004
H: 1.878 -4.624 -5.995  -0.001
H: 2.229 -6.888 -5.098  -0.001
H: 3.404 -5.807 -4.389  0.002
H: 2.348 -7.295 -2.665  0.000
H: 2.132 -5.587 -2.334  0.004
H: -1.108 -7.991 -3.814  -0.009
H: 0.221 -8.762 -2.951  0.001
H: 0.497 -8.125 -4.546  0.001
H: 0.204 -5.885 -0.886  0.006
H: 0.375 -7.627 -1.061  0.000
H: -1.177 -6.853 -1.409  0.000
H: -1.692 -3.712 -5.204  0.006
H: -0.334 -3.377 -6.285  0.000
H: -0.275 -2.847 -4.613  0.003

Cartesian forces, eV/Å:
C -0.06 0.16 0.00
C 0.36 -0.45 0.70
O -0.49 -0.95 -0.73
P 0.42 2.91 0.13
O 0.10 -0.25 -0.09
C -0.42 -0.93 -0.29
C -0.08 0.43 0.65
C 0.39 0.07 0.17
P 1.02 1.76 -1.74
C -0.48 0.05 0.32
C 0.19 -0.56 -0.43
C -0.51 -0.46 0.17
O 0.60 0.52 -0.12
O -0.20 -0.24 0.15
C -0.63 -0.01 -0.30
B 0.15 0.16 0.12
O 0.12 -0.25 0.07
O -0.15 -0.13 -0.19
O 0.05 -1.12 0.54
C -0.32 0.63 -0.87
Br 0.05 0.02 0.68
P 0.03 -0.56 0.62
S -0.03 -0.07 -0.15
C 1.79 -0.93 -0.24
N -0.97 1.88 -0.24
C -0.30 -0.45 -0.26
C 0.15 0.06 0.04
C 0.21 -0.36 0.23
N -0.42 -0.03 0.32
C 0.11 -0.46 0.19
C 0.94 -0.09 -0.48
C 0.18 0.01 0.09
O -0.72 0.16 0.33
O -0.72 -0.48 0.19
O -0.31 -0.87 0.70
C -0.04 -0.25 -0.70
C -0.08 0.05 -0.11
H 0.09 -0.15 -0.14
H -0.06 0.07 -0.02
H -0.02 -0.01 -0.03
H -0.12 0.17 -0.23
H 0.09 0.25 0.01
H 0.15 -0.02 0.06
H 0.27 0.10 0.09
H -0.07 0.02 -0.30
H 0.17 -0.30 -0.28
H -0.24 -0.15 -0.07
H -0.33 -0.09 -0.05
H 0.16 -0.40 0.34
H -0.10 -0.14 0.13
H 0.15 0.10 0.05
H -0.04 0.12 0.21
H -0.07 0.17 0.09
H 0.26 0.10 -0.25
H 0.18 -0.03 0.31
H 0.14 -0.15 0.02
H -0.10 0.19 -0.02
H 0.05 0.08 0.19
H 0.11 0.22 -0.01
H 0.00 0.21 -0.06
H -0.06 0.09 0.09
H -0.18 0.10 -0.10
H -0.12 -0.05 -0.06
H 0.10 -0.03 0.10
H 0.08 0.03 -0.05
H 0.00 0.06 0.00
H -0.03 0.19 0.01
H -0.09 -0.02 0.00
H -0.01 0.00 -0.19
H -0.14 0.03 0.03
H -0.17 0.08 0.01
H 0.00 0.07 -0.08
H 0.06 0.09 0.20
H 0.09 0.09 0.23
H 0.10 0.02 0.02
H 0.05 -0.02 0.02
H -0.04 0.07 0.07
C 0.22 0.05 -0.03
C -0.35 0.96 -0.83
C 0.20 -0.14 0.39
C 0.01 0.00 -0.11
C -0.37 0.03 0.41
C 1.13 0.47 -0.67
N -0.41 -0.40 1.87
O 0.08 -0.26 -0.65
C -0.13 0.15 -0.08
C -0.28 -0.38 0.13
C -0.09 -0.32 0.12
H 0.01 -0.04 0.01
H 0.02 -0.02 0.01
H -0.07 -0.07 0.03
H 0.04 -0.10 -0.08
H -0.04 -0.01 -0.09
H -0.01 -0.02 -0.03
H 0.00 -0.01 0.01
H 0.05 -0.06 -0.13
H -0.06 -0.04 -0.07
H -0.02 0.00 0.00
H -0.01 -0.08 0.04
H -0.05 -0.01 -0.02
H -0.09 0.02 -0.04
H 0.00 0.09 -0.02
H -0.02 0.02 0.00
H 0.03 -0.01 0.00
H 0.05 0.06 -0.02
H 0.07 -0.05 -0.03
C 0.04 -0.24 0.06
C -0.49 -0.32 -1.25
C 0.31 -0.05 0.34
C -0.11 0.02 0.00
C 0.24 0.33 -0.16
C -0.33 -1.35 -0.03
N 1.54 1.03 0.65
O -0.74 0.03 -0.04
C -0.01 0.02 -0.19
C -0.02 0.34 0.20
C -0.04 0.30 0.35
H -0.01 0.01 0.04
H 0.00 0.00 0.03
H -0.02 0.10 0.03
H -0.10 -0.01 0.06
H -0.09 0.02 -0.03
H -0.03 -0.01 0.01
H 0.00 -0.01 -0.01
H -0.08 -0.04 0.03
H -0.11 0.04 0.00
H 0.00 0.02 -0.01
H -0.01 0.06 0.08
H -0.03 0.04 -0.02
H -0.07 0.06 -0.06
H 0.01 -0.05 -0.08
H 0.00 0.01 -0.02
H 0.00 -0.05 0.05
H 0.03 -0.11 -0.04
H -0.04 -0.07 0.09

E_tot   -179554.741 eV
Orbital gap (alpha / beta)   7.4548 / 7.1553 eV
Charge   -1
Multiplicity   3
Maximum force   2.94 eV Å⁻¹
HOMO level (alpha / beta)   -5.30 / -5.30 eV